1.
DFT (ωB97M-V with the def2-TZVPD basis set) results for a molecular structure, C27H41NO4PPdSSi3 in a non-equilibrium geometry.

Geometry (Å):
Pd  -0.060839  -0.194505  0.041152
C  1.143008  -0.451905  -2.885447
Si  1.093565  1.206680  -1.982337
C  2.554874  2.109456  -2.826033
C  -0.434198  2.109190  -2.621501
C  1.302285  1.504823  -0.166013
Si  2.439685  0.692425  1.009199
C  1.849638  0.139666  2.717749
C  3.873906  1.887962  1.371926
C  3.244425  -0.801150  0.193153
Si  0.314457  4.059057  1.055183
C  0.731786  3.958391  2.856022
C  1.028307  5.627061  0.364289
C  -2.464482  3.725206  0.491665
C  -3.619015  4.495199  0.238284
C  -4.744624  3.868009  -0.226208
C  -4.726044  2.489517  -0.450627
C  -3.567305  1.812153  -0.153616
N  -2.471213  2.408679  0.321670
H  1.472019  -0.272651  -3.915868
H  0.150213  -0.905060  -2.913574
H  1.822244  -1.177977  -2.433017
H  2.476199  2.150043  -3.919674
H  3.491994  1.599001  -2.577828
H  2.624020  3.135513  -2.450358
H  -0.482574  2.056206  -3.714528
H  -0.415564  3.161944  -2.328432
H  -1.345579  1.664300  -2.212399
H  1.292940  0.923400  3.242072
H  2.701834  -0.141099  3.346671
H  1.191065  -0.727869  2.621712
H  3.505991  2.844948  1.754519
H  4.407401  2.093945  0.439575
H  4.589857  1.494831  2.102478
H  2.511154  -1.592961  0.031541
H  4.044823  -1.194295  0.829333
H  3.676833  -0.539887  -0.776602
H  1.684184  3.442706  2.991124
H  -0.030150  3.433504  3.431727
H  0.829095  4.973887  3.248984
H  2.111929  5.612936  0.509342
H  0.632741  6.518833  0.857893
H  0.827854  5.706003  -0.705837
H  -3.566622  5.562671  0.397377
H  -5.640203  4.444247  -0.426125
H  -5.583741  1.957519  -0.835649
H  -3.485057  0.734725  -0.252626
O  -1.375432  4.362311  0.854683
S  -1.473443  1.163296  1.965450
O  -1.861108  2.055758  3.046849
O  -2.367751  0.019033  1.884145
O  0.785845  2.869454  0.122541
C  -2.663824  -2.383002  -0.669007
P  -0.882106  -2.332784  -0.215728
C  -0.938783  -3.477785  1.232523
C  -0.954738  -2.909109  2.503026
C  -1.001861  -3.711635  3.636475
C  -1.028152  -5.092246  3.512482
C  -1.026238  -5.669987  2.249211
C  -0.984404  -4.865805  1.118693
C  -0.135317  -3.434303  -1.473816
C  1.129097  -3.969497  -1.224770
C  1.775235  -4.740794  -2.176296
C  1.169278  -4.983216  -3.404276
C  -0.080897  -4.449736  -3.667386
C  -0.728898  -3.679619  -2.706166
H  -3.024441  -3.398287  -0.851235
H  -2.846195  -1.760410  -1.545921
H  -3.199380  -1.950473  0.177025
H  -0.953382  -1.830795  2.595108
H  -1.011991  -3.250410  4.616338
H  -1.049074  -5.718512  4.396241
H  -1.056988  -6.747625  2.142745
H  -0.985205  -5.328030  0.138163
H  1.613106  -3.778406  -0.273289
H  2.756617  -5.145944  -1.963123
H  1.675470  -5.580892  -4.152407
H  -0.557015  -4.624281  -4.624482
H  -1.701145  -3.261517  -2.934136

Atomic forces in eV per Å
Pd -0.139 -0.944 -0.122
C -0.002 -0.178 0.094
Si 0.675 0.730 -0.276
C -0.062 0.100 -0.169
C -0.148 -0.008 -0.019
C -0.967 -0.457 0.115
Si 0.392 0.461 -0.333
C -0.101 0.010 0.111
C 0.088 0.016 0.153
C 0.046 -0.135 -0.026
Si -0.163 -0.011 -0.528
C -0.205 -0.056 0.215
C -0.007 0.197 0.005
C -0.180 0.192 -0.447
C 0.256 -0.031 0.026
C -0.098 -0.031 -0.057
C 0.075 -0.063 -0.069
C -0.088 -0.092 0.055
N -0.133 0.238 0.003
H 0.002 0.014 0.017
H 0.024 -0.023 -0.004
H -0.013 0.005 -0.004
H 0.005 0.006 0.028
H -0.007 0.026 0.016
H 0.039 -0.022 0.017
H 0.016 0.011 0.015
H 0.005 -0.012 0.001
H 0.007 0.007 -0.024
H 0.028 -0.005 -0.008
H -0.003 0.024 -0.004
H 0.010 -0.003 0.019
H 0.020 0.008 -0.022
H -0.008 0.012 0.010
H -0.008 0.008 -0.019
H 0.024 -0.013 -0.005
H 0.004 0.030 -0.014
H 0.010 0.011 0.022
H 0.025 0.031 -0.022
H 0.046 0.020 -0.010
H 0.018 -0.020 0.042
H -0.001 0.006 -0.042
H -0.005 -0.021 -0.004
H 0.018 -0.022 0.003
H -0.030 -0.001 0.032
H 0.005 -0.010 -0.004
H -0.020 0.021 0.007
H -0.037 -0.003 0.024
O 0.465 0.029 0.489
S -0.332 -0.379 0.866
O 0.165 0.036 -0.162
O 0.020 0.173 -0.192
O 0.249 -0.548 0.019
C -0.011 -0.112 -0.027
P -0.079 0.690 0.269
C 0.083 0.057 -0.082
C -0.037 -0.062 0.060
C -0.010 0.067 -0.029
C 0.005 -0.036 -0.005
C -0.008 0.049 -0.011
C -0.056 -0.072 -0.001
C 0.008 0.063 0.056
C 0.074 -0.027 -0.033
C -0.048 0.029 0.019
C 0.043 -0.026 -0.009
C -0.044 0.061 0.055
C 0.013 -0.073 -0.070
H -0.020 0.009 0.007
H 0.015 0.012 0.003
H 0.001 0.022 -0.012
H 0.071 -0.003 -0.010
H 0.001 -0.009 0.002
H -0.011 0.003 -0.002
H 0.009 -0.003 0.003
H 0.032 0.015 0.001
H -0.010 0.016 -0.004
H 0.002 -0.002 -0.005
H 0.000 0.007 0.002
H 0.002 -0.002 -0.002
H -0.005 -0.005 0.006

Results
**Energy relative to the best compared isomer or geometry (same formula, charge and spin)**: 0.000 eV
**Net charge**: -1
**E**: -85587.1140 eV
**Spin multiplicity**: 1
**HOMO**: -3.015 eV
**E_LUMO**: 0.0977 hartree
**Frontier orbital gap**: 0.2085 Ha

Mulliken atomic charge list, values in e, 2 entries:
1. Pd 0.56
2. C -0.90

=====

2.
DFT (ωB97M-V with the def2-TZVPD basis set) results for a molecular structure, C27H42BF4IrN6O2SSi.

Geometry (Å):
Ir  -0.159993  -0.526216  -0.646645
N  2.045408  -3.411081  6.699225
C  1.182342  -2.969613  5.742080
C  1.210073  -1.629442  5.320087
C  0.339006  -1.188707  4.349038
C  -0.562839  -2.075187  3.763159
C  -0.612595  -3.402671  4.183911
C  0.251611  -3.844133  5.160571
S  -1.669780  -1.496542  2.551111
O  -1.830487  -0.085742  2.749504
O  -2.809478  -2.353196  2.476137
N  -0.848875  -1.609312  1.081394
C  -0.681127  -2.868290  0.515150
N  -0.413856  -2.718531  -0.789403
C  -0.225659  -3.795525  -1.549809
C  -0.308138  -5.047500  -0.970682
C  -0.534750  -5.100996  0.396213
N  -0.710741  -4.019361  1.156191
H  2.613028  -2.761062  7.209825
H  1.943262  -4.331093  7.085347
H  1.900254  -0.936394  5.785975
H  0.335040  -0.144778  4.060174
H  -1.337577  -4.070921  3.744985
H  0.205145  -4.872620  5.497262
H  -0.009545  -3.628071  -2.595359
H  -0.188933  -5.942283  -1.562048
H  -0.568770  -6.053064  0.913602
N  2.870642  -1.117283  -2.037709
C  2.963935  -1.278687  -0.713641
C  4.193381  -1.681979  -0.140541
C  4.317836  -1.768175  1.213805
C  3.221520  -1.448831  2.031210
C  2.059030  -1.086795  1.424115
N  1.898229  -1.020983  0.073404
H  3.623766  -1.421185  -2.629784
H  2.021166  -0.874741  -2.523262
H  5.021803  -1.903001  -0.799796
H  5.259637  -2.073474  1.650846
H  3.269658  -1.497868  3.108949
H  1.184109  -0.851711  2.009065
F  -0.592995  -1.333688  -5.311564
B  0.224477  -1.397348  -4.225395
F  1.216720  -0.398668  -4.209312
F  0.824527  -2.641616  -4.054166
F  -0.602389  -1.142253  -3.009319
C  -3.300195  1.676113  -2.750548
C  -1.872133  2.205192  -2.931846
C  -1.916442  3.716023  -3.208324
C  -1.337416  1.532294  -4.214135
Si  -0.716493  1.762591  -1.450817
C  0.884170  2.831492  -1.314586
C  1.507065  2.657483  -2.719066
C  1.906791  2.303009  -0.301700
C  0.670476  4.328584  -1.055578
C  -2.149387  2.473964  0.435159
C  -1.056248  2.447955  1.458892
C  -2.720266  3.832086  0.183327
C  -3.149930  1.357884  0.476586
H  -3.806031  1.744087  -3.717142
H  -3.884042  2.260947  -2.044892
H  -3.320023  0.626369  -2.449667
H  -2.662825  3.878946  -3.991257
H  -0.968752  4.086536  -3.597373
H  -2.202845  4.324957  -2.355147
H  -1.886402  1.979082  -5.049015
H  -1.547015  0.470021  -4.226027
H  -0.278227  1.682125  -4.402821
H  1.604119  1.611426  -3.023112
H  2.514827  3.082675  -2.689386
H  0.950668  3.187046  -3.490877
H  2.235287  1.292856  -0.544822
H  1.549695  2.313873  0.726996
H  2.791443  2.945328  -0.345529
H  -0.003685  4.798952  -1.765323
H  1.641585  4.824397  -1.152844
H  0.312580  4.538924  -0.049103
H  -0.384990  3.297016  1.372415
H  -0.493915  1.514339  1.471387
H  -1.543115  2.495822  2.441463
H  -1.961535  4.593724  0.009511
H  -3.248947  4.117294  1.105219
H  -3.457190  3.847604  -0.614763
H  -2.746398  0.381878  0.195527
H  -4.026901  1.566256  -0.125890
H  -3.454439  1.233470  1.521209

Atomic forces in eV per Å
Ir 0.174 -0.195 0.454
N 0.052 -0.025 -0.090
C -0.003 0.033 0.046
C -0.004 -0.017 0.016
C -0.013 0.021 0.015
C -0.001 -0.069 0.035
C 0.048 0.029 0.008
C -0.030 -0.016 -0.010
S 0.069 -0.017 -0.019
O 0.062 0.201 -0.045
O 0.001 -0.003 -0.027
N -0.152 -0.223 -0.293
C 0.011 0.128 0.187
N -0.061 -0.098 -0.250
C 0.020 0.081 0.069
C -0.008 -0.038 0.022
C 0.008 -0.007 0.021
N -0.120 0.019 -0.032
H -0.016 0.018 0.030
H -0.022 -0.003 0.025
H -0.009 0.002 0.001
H -0.018 -0.012 0.011
H -0.006 -0.013 -0.014
H -0.001 0.013 -0.003
H -0.014 -0.009 0.006
H 0.012 0.001 0.012
H -0.013 0.009 0.001
N -0.031 -0.021 -0.092
C 0.005 -0.031 0.084
C 0.005 -0.011 -0.005
C 0.011 -0.004 0.007
C 0.022 -0.004 -0.011
C -0.037 0.028 -0.001
N 0.052 0.111 0.013
H 0.017 0.001 0.015
H -0.113 0.020 -0.085
H -0.008 -0.002 0.002
H -0.011 0.000 -0.003
H 0.001 0.000 -0.009
H 0.078 0.013 -0.059
F 0.059 0.006 0.025
B -0.066 -0.015 0.076
F -0.034 0.042 0.057
F 0.013 0.073 -0.032
F 0.129 -0.050 -0.083
C 0.003 -0.015 0.005
C -0.015 -0.055 -0.028
C -0.022 0.003 -0.008
C -0.017 -0.041 -0.032
Si -0.113 0.161 -0.151
C -0.029 0.087 0.061
C 0.019 -0.018 -0.028
C 0.004 -0.010 -0.039
C 0.063 -0.018 0.000
C 0.010 -0.005 -0.005
C 0.017 -0.086 -0.005
C 0.031 0.018 -0.007
C 0.038 -0.045 -0.028
H 0.002 -0.005 0.009
H -0.004 0.026 0.042
H 0.001 0.013 0.010
H 0.006 0.010 0.017
H -0.008 0.005 0.018
H -0.014 0.010 0.063
H 0.025 0.002 0.010
H 0.018 0.004 0.006
H 0.012 -0.033 0.001
H 0.000 0.022 0.004
H -0.005 -0.003 0.004
H 0.023 -0.013 0.026
H -0.018 0.063 -0.009
H -0.026 -0.014 0.021
H -0.008 -0.002 0.005
H -0.047 -0.010 -0.032
H -0.017 0.005 -0.012
H 0.004 -0.018 0.016
H 0.012 0.012 -0.004
H 0.003 -0.041 0.007
H -0.002 -0.004 0.017
H 0.000 -0.008 -0.011
H 0.007 0.004 -0.013
H -0.014 -0.012 -0.032
H 0.029 0.018 0.021
H -0.012 0.012 -0.009
H -0.017 0.014 0.021

Results
**Energy relative to the best compared isomer or geometry (same formula, charge and spin)**: 0.000 eV
**<S²>**: 8.762
**Net charge**: +1
**E**: -74811.3445 eV
**Spin multiplicity**: 6
**HOMO (spin up / spin down)**: -10.749 / -10.751 eV
**E_LUMO (spin up / spin down)**: -0.0882 / -0.2122 hartree
**Frontier orbital gap (spin up / spin down)**: 0.3068 / 0.1829 Ha

Mulliken atomic charge list, values in e, 2 entries:
1. Ir 2.07
2. N -0.47